This record from the Open Molecules 2025 dataset describes a 13-piece molecular cluster, C79H191N13O19 overall. The level of theory is the ωB97M-V functional and the def2-TZVPD basis.

Geometry (Å):
C1 -1.787 -0.336 1.095
O1 -0.449 0.039 1.007
C2 0.245 -1.121 0.544
C3 1.624 -1.082 1.065
N1 2.428 -0.003 0.482
C4 3.824 0.040 0.951
C5 4.666 1.249 0.554
O2 4.310 2.450 1.128
C6 3.761 3.358 0.191
H1 -2.206 -0.577 0.105
H2 -2.357 0.515 1.532
H3 -1.915 -1.076 1.862
H4 0.162 -1.133 -0.547
H5 -0.119 -2.010 1.029
H6 2.192 -2.034 0.943
H7 1.511 -0.904 2.173
H8 2.027 0.866 0.805
H9 4.377 -0.856 0.652
H10 3.800 -0.030 2.070
H11 4.726 1.281 -0.537
H12 5.701 1.059 0.881
H13 2.757 2.961 -0.024
H14 4.326 3.456 -0.732
H15 3.685 4.268 0.753
C7 -7.146 1.755 -0.708
O3 -7.415 1.127 0.488
C8 -6.609 1.682 1.489
C9 -6.955 1.179 2.876
N2 -8.209 1.866 3.267
C10 -9.371 0.972 3.080
C11 -10.712 1.759 3.212
O4 -10.732 2.316 4.440
C12 -11.954 3.068 4.740
H16 -7.864 1.446 -1.445
H17 -6.156 1.517 -0.998
H18 -7.347 2.861 -0.538
H19 -6.643 2.807 1.472
H20 -5.586 1.364 1.196
H21 -6.146 1.401 3.497
H22 -7.133 0.070 2.768
H23 -8.228 2.064 4.298
H24 -9.307 0.189 3.874
H25 -9.396 0.557 2.101
H26 -11.451 0.983 3.096
H27 -10.741 2.556 2.456
H28 -11.639 3.665 5.636
H29 -12.769 2.336 4.962
H30 -12.146 3.727 3.931
C13 0.352 -3.037 -5.113
O5 -0.589 -3.377 -4.083
C14 -0.818 -2.319 -3.225
C15 -1.849 -1.317 -3.811
N3 -2.301 -0.400 -2.762
C16 -3.466 0.324 -3.204
C17 -3.231 1.413 -4.273
O6 -2.347 2.450 -3.745
C18 -2.301 3.600 -4.585
H31 0.728 -2.018 -5.014
H32 -0.248 -3.074 -6.026
H33 1.239 -3.662 -5.160
H34 0.163 -1.868 -2.951
H35 -1.318 -2.747 -2.337
H36 -2.769 -1.820 -4.124
H37 -1.467 -0.942 -4.757
H38 -1.510 0.276 -2.597
H39 -3.880 0.930 -2.397
H40 -4.304 -0.370 -3.488
H41 -4.168 1.957 -4.429
H42 -2.781 1.109 -5.219
H43 -3.300 4.034 -4.745
H44 -2.011 3.226 -5.585
H45 -1.644 4.380 -4.275
C19 -0.041 8.615 -0.420
O7 0.434 7.396 -0.923
C20 -0.650 6.560 -1.394
C21 -0.160 5.174 -1.817
N4 0.744 4.417 -1.002
C22 0.184 4.138 0.280
C23 -1.025 3.213 0.319
O8 -2.156 4.099 0.273
C24 -3.285 3.408 -0.071
H46 0.856 9.245 -0.191
H47 -0.524 8.547 0.595
H48 -0.658 9.174 -1.111
H49 -0.993 7.032 -2.363
H50 -1.460 6.535 -0.693
H51 0.328 5.318 -2.826
H52 -1.098 4.710 -2.119
H53 1.701 4.795 -0.906
H54 -0.065 5.094 0.798
H55 1.043 3.710 0.927
H56 -1.102 2.664 1.255
H57 -1.048 2.472 -0.531
H58 -3.551 2.622 0.651
H59 -3.124 2.892 -0.998
H60 -4.172 3.974 -0.282
C25 -5.990 4.916 3.542
O9 -5.954 3.817 4.529
C26 -4.647 3.553 5.036
C27 -3.918 2.657 4.113
N5 -2.479 2.751 4.384
C28 -1.969 3.932 3.695
C29 -0.544 4.082 4.079
O10 0.184 3.017 3.390
C30 1.567 3.054 3.685
H61 -5.056 4.839 2.995
H62 -6.015 5.878 3.994
H63 -6.893 4.704 2.955
H64 -4.714 3.056 5.991
H65 -3.979 4.428 5.168
H66 -4.158 2.948 3.069
H67 -4.106 1.547 4.165
H68 -2.008 1.874 4.177
H69 -2.567 4.765 4.030
H70 -2.079 3.818 2.579
H71 -0.524 3.925 5.151
H72 -0.089 5.056 3.920
H73 1.745 2.407 4.526
H74 1.909 4.056 3.926
H75 2.144 2.682 2.864
C31 1.772 -8.483 -3.015
O11 1.368 -7.419 -2.119
C32 0.462 -6.433 -2.716
C33 0.253 -5.317 -1.646
N6 1.481 -4.732 -1.075
C34 2.358 -3.957 -2.038
C35 3.287 -4.827 -2.916
O12 3.079 -4.450 -4.277
C36 4.168 -4.184 -5.046
H76 1.713 -8.112 -4.072
H77 1.022 -9.257 -2.854
H78 2.708 -8.884 -2.732
H79 -0.548 -6.897 -2.945
H80 0.969 -6.012 -3.587
H81 -0.430 -5.572 -0.829
H82 -0.249 -4.521 -2.170
H83 1.955 -5.483 -0.699
H84 2.958 -3.266 -1.378
H85 1.697 -3.447 -2.701
H86 3.017 -5.875 -2.775
H87 4.341 -4.630 -2.623
H88 4.823 -5.050 -5.280
H89 4.752 -3.460 -4.517
H90 3.699 -3.613 -5.899
C37 3.922 6.440 -1.610
C38 5.409 7.037 -1.534
C39 6.312 6.073 -0.730
C40 6.751 4.919 -1.546
C41 7.474 5.364 -2.809
C42 6.670 6.382 -3.637
N7 6.138 7.408 -2.756
O13 5.265 8.170 -3.577
C43 7.682 6.985 -4.575
C44 5.475 5.623 -4.386
C45 5.247 8.313 -0.740
H91 3.989 5.320 -1.736
H92 3.353 6.855 -2.400
H93 3.419 6.580 -0.668
H94 7.203 6.580 -0.343
H95 5.708 5.766 0.156
H96 5.815 4.405 -1.828
H97 7.213 4.133 -0.985
H98 7.705 4.557 -3.429
H99 8.457 5.755 -2.487
H100 8.613 7.137 -4.063
H101 7.946 6.264 -5.396
H102 7.437 7.921 -5.109
H103 4.836 6.380 -4.816
H104 5.774 5.012 -5.204
H105 4.921 5.010 -3.689
H106 4.757 8.170 0.204
H107 4.503 8.898 -1.308
H108 6.201 8.809 -0.500
H109 5.261 9.061 -3.191
C46 -1.812 -4.457 1.267
C47 -1.013 -4.892 2.462
C48 -1.812 -6.043 3.050
C49 -1.038 -6.746 4.221
C50 0.241 -7.284 3.607
C51 1.089 -6.215 2.942
N8 0.272 -5.426 1.992
O14 1.064 -4.266 1.646
C52 1.694 -5.379 4.076
C53 2.190 -6.919 2.073
C54 -0.865 -3.741 3.503
H110 -1.370 -3.723 0.628
H111 -2.786 -4.123 1.635
H112 -2.060 -5.407 0.700
H113 -2.738 -5.651 3.443
H114 -1.978 -6.729 2.176
H115 -1.746 -7.473 4.608
H116 -0.746 -5.979 4.942
H117 -0.027 -7.975 2.783
H118 0.868 -7.869 4.330
H119 1.858 -4.342 3.716
H120 1.131 -5.186 4.989
H121 2.707 -5.786 4.358
H122 2.767 -7.581 2.720
H123 1.726 -7.440 1.261
H124 3.014 -6.247 1.716
H125 -1.875 -3.474 3.851
H126 -0.422 -2.890 3.008
H127 -0.228 -3.958 4.402
H128 1.214 -4.337 0.678
C55 -8.050 -3.585 1.218
C56 -7.537 -4.302 -0.001
C57 -8.280 -3.710 -1.179
C58 -7.677 -2.369 -1.654
C59 -6.240 -2.648 -1.979
C60 -5.432 -3.177 -0.801
N9 -6.117 -4.396 -0.253
O15 -5.470 -4.932 0.967
C61 -4.065 -3.591 -1.398
C62 -5.095 -2.093 0.209
C63 -8.057 -5.823 0.069
H129 -8.149 -2.480 1.072
H130 -7.387 -3.748 2.017
H131 -9.004 -3.946 1.478
H132 -8.233 -4.444 -1.979
H133 -9.297 -3.481 -0.920
H134 -7.733 -1.550 -0.880
H135 -8.214 -2.039 -2.536
H136 -5.617 -1.766 -2.176
H137 -6.116 -3.408 -2.721
H138 -4.293 -4.207 -2.228
H139 -3.496 -2.642 -1.642
H140 -3.460 -4.278 -0.759
H141 -4.569 -2.529 1.117
H142 -4.434 -1.413 -0.287
H143 -5.992 -1.590 0.627
H144 -9.125 -5.819 -0.062
H145 -7.838 -6.239 1.095
H146 -7.569 -6.345 -0.730
H147 -4.792 -5.465 0.591
C64 7.942 1.720 -2.566
C65 6.829 1.089 -3.372
C66 6.598 -0.339 -2.936
O16 7.821 -1.058 -2.843
C67 7.647 -2.443 -2.896
N10 5.591 1.866 -3.210
H148 8.848 1.254 -2.958
H149 7.901 1.531 -1.492
H150 7.953 2.796 -2.813
H151 7.235 1.126 -4.446
H152 5.930 -0.831 -3.635
H153 6.046 -0.343 -1.999
H154 7.246 -2.781 -3.882
H155 7.109 -2.790 -1.958
H156 8.650 -2.856 -2.911
H157 5.688 2.879 -3.300
H158 4.886 1.536 -3.862
C68 2.758 -0.348 -3.402
C69 2.015 0.967 -3.176
C70 1.423 1.466 -4.488
O17 2.370 1.853 -5.422
C71 3.029 3.129 -5.395
N11 0.954 0.840 -2.187
H159 3.498 -0.469 -2.534
H160 3.207 -0.330 -4.387
H161 2.012 -1.092 -3.306
H162 2.767 1.636 -2.787
H163 0.729 2.285 -4.259
H164 0.874 0.582 -4.937
H165 2.339 3.895 -5.781
H166 3.912 3.164 -6.028
H167 3.286 3.339 -4.346
H168 1.318 0.585 -1.229
H169 0.602 1.768 -2.029
C72 4.727 -3.657 1.669
C73 5.936 -4.629 1.629
C74 7.245 -3.862 1.811
O18 7.331 -2.810 0.783
C75 8.267 -1.839 1.125
N12 5.888 -5.487 2.749
H170 3.822 -4.309 1.648
H171 4.735 -3.132 0.746
H172 4.918 -2.953 2.489
H173 5.922 -5.223 0.708
H174 8.095 -4.600 1.616
H175 7.309 -3.387 2.741
H176 9.301 -2.185 1.163
H177 7.937 -1.394 2.134
H178 8.070 -1.008 0.379
H179 5.117 -6.150 2.634
H180 6.744 -6.036 2.634
C76 -2.740 -0.371 6.777
C77 -1.590 -0.177 5.774
C78 -0.285 -0.932 6.148
O19 0.731 -0.398 5.340
C79 1.917 -1.196 5.161
N13 -1.994 -0.385 4.403
H181 -3.150 -1.355 6.769
H182 -3.567 0.296 6.498
H183 -2.543 -0.144 7.814
H184 -1.302 0.900 5.746
H185 -0.449 -1.974 5.829
H186 -0.161 -0.835 7.238
H187 2.410 -1.481 6.094
H188 2.518 -0.735 4.376
H189 1.582 -2.204 4.783
H190 -2.527 -1.268 4.391
H191 -1.169 -0.561 3.838

Atoms 1-3, force components in eV/Å:
C -1.4 1.9 0.3
O 0.6 -0.6 -0.1
C 0.3 0.5 -0.2

Computed properties:
Charge: 0
LUMO, eV: 0.6
Frontier orbital gap, eV: 8.87